Record 1
Density functional theory data (wB97M-V/def2-TZVPD) for C14H5AsCl5F6NO11RuS3 as an isolated structure in a non-equilibrium geometry.

Geometry (Å):
Ru  -0.12996  0.12439  0.01848
O  -2.62518  -1.04859  0.67745
As  -1.56907  -2.00427  1.75062
O  -2.25563  -2.29970  3.17958
O  -0.22037  -0.91130  1.65420
C  -1.15142  -3.64234  0.83545
C  -1.74239  -4.74431  1.43974
C  -1.56706  -6.01888  0.91026
C  -0.80022  -6.19918  -0.22256
C  -0.19286  -5.10665  -0.83288
C  -0.36300  -3.84120  -0.30243
S  0.47943  -2.51768  -1.11192
O  0.89995  -2.97321  -2.39798
O  1.48608  -1.96613  -0.22041
O  -0.59545  -1.43618  -1.20996
H  -3.30754  -0.66026  1.24506
H  -2.33615  -4.59304  2.33277
H  -2.03581  -6.86762  1.38964
H  -0.66639  -7.18830  -0.63937
H  0.41176  -5.22529  -1.72045
F  2.70700  3.82148  3.13365
C  2.66631  3.09975  2.01833
F  1.88687  3.72147  1.12840
F  3.89228  3.01120  1.51032
S  2.02915  1.40850  2.38726
O  1.80902  0.85818  1.05365
O  3.02665  0.80845  3.19824
N  0.71092  1.64183  3.21867
S  -0.72605  1.80464  2.65905
O  -1.71690  1.01573  3.29920
O  -0.73541  1.82908  1.16303
C  -1.16161  3.55105  3.05722
F  -0.30152  4.40068  2.50951
F  -2.38196  3.80012  2.58845
F  -1.15228  3.69944  4.37557
Cl  1.94976  3.85182  -6.10586
C  1.22656  3.12963  -4.75468
C  1.94718  2.16854  -4.01436
Cl  3.53591  1.74452  -4.47871
C  1.36558  1.57368  -2.91847
Cl  2.16284  0.41419  -1.98258
C  0.02865  1.93070  -2.51668
O  -0.53304  1.42903  -1.51623
C  -0.68409  2.91832  -3.29740
Cl  -2.25428  3.31492  -2.79612
C  -0.08956  3.49967  -4.38738
Cl  -0.92668  4.67309  -5.30737

Values from the calculation:
* 2S+1: 5
* E_tot: -213451.5034 eV
* LUMO level (spin up / spin down): -0.0401 / -0.1526 hartree
* <S²>: 6.0514
* HOMO (spin up / spin down): -10.1 / -10.0 eV
* HOMO-LUMO gap (spin up / spin down): 9.02 / 5.82 eV



Record 2
Density functional theory data (wB97M-V/def2-TZVPD) for a 19-piece molecular cluster, C14H61Br2N4O22S overall in a non-equilibrium geometry.

Geometry (Å):
C  3.23943  4.44037  0.00071
C  2.05311  3.52291  0.57946
O  1.95823  3.45288  1.81806
N  1.22691  2.81817  -0.39107
C  2.17524  2.03139  -1.24246
C  0.17588  1.98048  0.25244
C  0.77159  0.70265  0.98829
C  0.64759  -0.65920  0.17956
C  1.07506  -1.89179  1.10279
C  2.62135  -2.25973  0.81374
C  3.22045  -3.30729  1.85224
C  4.66152  -3.80428  1.29020
S  5.95959  -3.87835  2.61566
O  7.01628  -4.84325  2.15794
O  6.65800  -2.55250  2.82004
O  5.35086  -4.42652  4.07369
N  -0.74657  -0.72818  -0.34800
C  -0.87553  0.36290  -1.27115
N  -0.88520  0.29582  -2.60296
C  -0.77217  -0.99476  -3.29218
Br  0.59801  -2.36075  -2.95483
C  -1.72183  -1.25210  -4.31338
C  -1.77159  -2.56262  -5.19323
Br  -3.11593  0.13336  -4.67306
N  -0.94865  1.69929  -0.68786
H  3.02201  4.72548  -1.07239
H  3.47991  5.31924  0.66664
H  4.16962  3.76650  -0.00040
H  3.09595  1.69917  -0.65705
H  2.57342  2.75600  -2.03876
H  1.70726  1.17529  -1.81209
H  -0.27304  2.63661  1.07908
H  1.83739  0.89148  1.33312
H  0.16319  0.56829  1.95228
H  1.41722  -0.61243  -0.67050
H  0.94698  -1.66241  2.21670
H  0.42621  -2.78023  0.81400
H  3.22409  -1.29971  0.92045
H  2.77782  -2.61133  -0.26663
H  3.46207  -2.78018  2.83831
H  2.56139  -4.21825  1.99596
H  5.03855  -3.03151  0.53700
H  4.60384  -4.79373  0.74538
H  4.58646  -5.03142  3.89982
H  -1.00046  -1.64138  -0.73506
H  -0.95621  1.14839  -3.17211
H  -2.28495  -2.26969  -6.17400
H  -0.73467  -2.92654  -5.49870
H  -2.41620  -3.37460  -4.73585
H  -1.00259  2.40839  -1.43624
O  2.66945  -5.76457  4.15547
H  2.96884  -5.38836  4.99490
H  2.20081  -6.57036  4.41448
O  -5.90202  0.83450  -2.23898
H  -5.42337  0.58351  -3.03572
H  -6.30725  1.68788  -2.46565
O  -4.30910  -4.38434  -5.68919
H  -4.91965  -4.59324  -4.97200
H  -4.84854  -4.46355  -6.48500
O  -0.20232  1.21070  -6.49487
H  -0.81259  0.99986  -5.77938
H  -0.74034  1.13515  -7.29214
O  -8.44494  1.64807  -0.74982
H  -7.58966  1.20404  -0.78375
H  -8.42145  2.13565  0.08457
O  -4.38993  0.28551  0.65112
H  -4.98999  0.07646  1.37648
H  -4.94038  0.20776  -0.13882
O  -8.03460  4.21090  1.36489
H  -7.45611  4.98370  1.27823
H  -8.91234  4.55040  1.15117
O  1.06163  6.17345  -2.77135
H  1.59649  6.93718  -2.51252
H  1.09961  5.59146  -2.00405
O  0.32131  6.01951  2.27291
H  0.67678  5.13932  2.09676
H  0.66307  6.23869  3.14719
O  4.79773  -2.91570  6.94688
H  5.30282  -3.15602  6.15791
H  4.41045  -2.06113  6.72483
O  1.66463  8.88158  -1.13265
H  2.22636  9.66493  -1.20526
H  0.78432  9.20374  -1.36007
O  1.10969  -8.35266  3.32006
H  0.52150  -8.02478  2.62869
H  1.15235  -9.30122  3.15764
O  4.11529  10.48616  0.41741
H  4.40431  10.87777  1.24967
H  3.68066  9.66647  0.68347
O  -0.97231  -9.07585  1.55382
H  -1.59494  -9.27973  2.26255
H  -1.50359  -9.13514  0.75118
O  2.13296  -5.02788  6.78808
H  1.60022  -4.90976  7.58247
H  2.95420  -4.55080  6.98353
O  -7.18710  3.95315  -2.35982
H  -7.70690  4.06722  -1.55378
H  -6.37482  4.44440  -2.18807
O  1.42722  -5.61269  -3.51855
H  1.32898  -4.73234  -3.13806
H  2.01937  -5.48035  -4.26907
O  -5.53597  5.45545  1.65037
H  -5.20456  4.56566  1.47711
H  -5.16316  5.67995  2.51112

Values from the calculation:
* 2S+1: 1
* E_tot: -217423.7791 eV
* LUMO level: -0.1456 hartree
* HOMO: -11.9 eV
* net charge: +1
* HOMO-LUMO gap: 7.94 eV



Question: The lowest 2S+1 belongs to which entry?
Answer: C14H61Br2N4O22S



Question: Among the records above, which one has the lowest 2S+1?
Answer: C14H61Br2N4O22S